1 | DFT (ωB97M-V/def2-TZVPD) results for the molecule C2H2OS.

Output
Frontier orbital gap (eV): 9.2

Geometry (Å):
C  0.10796  -0.13015  -0.06421
C  -1.15744  0.21260  -0.16578
O  2.65005  -0.54829  0.89614
S  1.68011  -0.40558  -0.25633
H  -1.23321  1.20891  0.07126
H  -2.04747  -0.33749  -0.48108

=====

2 | DFT (ωB97M-V/def2-TZVPD) results for a cluster of 2 separate species, C2H2OS in total.

Output
Frontier orbital gap (alpha / beta) (eV): 8.1 / 8.1

Geometry (Å):
C  0.53928  0.28748  -0.37351
C  -0.31519  0.03058  0.69468
O  1.70355  0.57292  -0.55125
S  -1.51272  0.41074  1.56357
H  -0.22789  0.28082  -1.22869
H  -0.18704  -1.58255  -0.10480

=====

3 | DFT (ωB97M-V/def2-TZVPD) results for the molecule C2H2OS.

Output
SMILES: O=CC=S
Frontier orbital gap (eV): 7.7

Geometry (Å):
O  -1.73476  0.06827  -0.11167
C  -0.64147  0.42925  0.23871
C  0.51713  -0.27675  -0.23293
S  2.08094  -0.06841  0.16846
H  -0.60487  1.15877  0.97376
H  0.38302  -1.31113  -1.03634

=====

Quick look at relative energies in kJ/mol: 1 87.8; 2 225.5; 3 0.0.

=====

1 | DFT (ωB97M-V/def2-TZVPD) results for a structure of composition C31H29CoIN3Sb2.

Output
2S+1: 5
Frontier orbital gap (alpha / beta) (eV): 8.3 / 6.3
Charge: +2

Geometry (Å):
Co  -2.47421  -0.71305  1.29172
C  -1.18684  2.18049  -1.15529
C  -0.38404  2.48683  0.11249
C  0.65537  1.40719  0.41710
Sb  1.67084  1.61942  2.28612
C  3.36111  2.85984  1.88169
C  4.29344  2.37412  0.96975
C  5.40424  3.15934  0.68703
C  5.57085  4.38744  1.31581
C  4.63137  4.84998  2.22727
C  3.51084  4.08273  2.52304
C  2.53152  -0.28329  2.49361
C  1.90351  -1.42296  1.99223
C  2.54270  -2.65104  2.06786
C  3.79864  -2.74506  2.65851
C  4.41658  -1.61431  3.17366
C  3.78479  -0.37966  3.09640
Sb  -2.41246  0.41469  -1.09137
C  -1.23090  -0.93998  -2.19902
C  -0.99884  -0.71621  -3.55486
C  -0.18506  -1.58570  -4.26833
C  0.39535  -2.67834  -3.63621
C  0.16723  -2.90661  -2.28641
C  -0.64658  -2.03890  -1.56916
C  -3.93780  0.90936  -2.44635
C  -4.40625  -0.07216  -3.31589
C  -5.36310  0.26433  -4.26361
C  -5.85051  1.56229  -4.33056
C  -5.39085  2.53156  -3.45027
C  -4.43404  2.20879  -2.49737
H  -0.52534  2.00371  -2.00577
H  -1.85273  3.00209  -1.41445
H  -1.06130  2.62019  0.95950
H  0.12374  3.44349  -0.03154
H  1.44201  1.36369  -0.34036
H  0.19752  0.41636  0.47360
H  4.17595  1.41015  0.48829
H  6.14152  2.80427  -0.02114
H  6.44477  4.98616  1.09589
H  4.76820  5.80641  2.71396
H  2.78179  4.44209  3.23696
H  0.92542  -1.36397  1.52679
H  2.06804  -3.53484  1.65932
H  4.29622  -3.70417  2.71646
H  5.39137  -1.69040  3.63697
H  4.27666  0.49874  3.49788
H  -1.45242  0.12802  -4.06209
H  -0.00676  -1.41072  -5.32134
H  1.02380  -3.35524  -4.20011
H  0.61582  -3.76212  -1.79773
H  -0.82252  -2.23766  -0.51543
H  -4.02511  -1.08542  -3.27372
H  -5.72639  -0.48887  -4.94995
H  -6.59711  1.81896  -5.07023
H  -5.77723  3.54066  -3.50209
H  -4.09435  2.97109  -1.80717
I  -3.23329  -6.77641  1.99705
C  -2.60026  -4.83120  2.17530
C  -1.76765  -4.30267  3.14389
N  -1.62621  -2.99743  2.88703
N  -2.32730  -2.63643  1.78692
C  -2.92136  -3.75756  1.35439
H  -1.27997  -4.77054  3.98443
H  -1.09285  -2.31416  3.40685
H  -3.54162  -3.75068  0.47102
N  -0.60271  0.70421  3.29094
C  -1.47524  0.25906  2.68005

=====

2 | DFT (ωB97M-V/def2-TZVPD) results for a structure of composition C31H29CoIN3Sb2.

Output
2S+1: 5
Frontier orbital gap (alpha / beta) (eV): 8.3 / 6.0
Charge: +2

Geometry (Å):
Co  1.51426  -2.19859  -0.57812
C  -0.70137  -0.95521  2.52045
C  0.47503  0.00653  2.56429
C  0.55174  0.82640  1.29513
Sb  2.36182  2.06146  1.09364
C  1.84249  3.96130  2.13679
C  0.75135  4.67428  1.68362
C  0.46365  5.88542  2.29699
C  1.26010  6.35472  3.32747
C  2.34213  5.61511  3.77299
C  2.64313  4.40172  3.16924
C  1.99372  2.56810  -0.97790
C  1.36332  1.67863  -1.83324
C  1.00385  2.08911  -3.10638
C  1.31043  3.37064  -3.53601
C  1.97698  4.24269  -2.69159
C  2.32571  3.84138  -1.41268
Sb  -0.61090  -2.44460  0.91485
C  -2.03576  -1.61939  -0.46662
C  -3.38482  -1.53675  -0.15923
C  -4.25705  -0.97418  -1.07685
C  -3.78817  -0.50865  -2.29454
C  -2.43952  -0.59496  -2.60042
C  -1.56516  -1.15254  -1.68445
C  -1.76829  -4.01676  1.78938
C  -2.68613  -4.68810  0.99349
C  -3.53568  -5.61515  1.57226
C  -3.44312  -5.88701  2.92987
C  -2.50329  -5.23351  3.71364
C  -1.64961  -4.30688  3.14000
H  -1.62669  -0.41097  2.33114
H  -0.79729  -1.49152  3.46257
H  1.40872  -0.54379  2.71428
H  0.33985  0.67822  3.41863
H  -0.30949  1.48727  1.21332
H  0.57372  0.16060  0.42569
H  0.13606  4.31618  0.87002
H  -0.38487  6.45955  1.95680
H  1.03822  7.30622  3.78522
H  2.96305  5.97526  4.57950
H  3.49651  3.82579  3.50331
H  1.13168  0.66629  -1.51111
H  0.47712  1.40993  -3.75988
H  1.03512  3.68529  -4.53063
H  2.22661  5.23744  -3.02386
H  2.84508  4.52406  -0.75434
H  -3.75987  -1.90194  0.78806
H  -5.30553  -0.90306  -0.83451
H  -4.47817  -0.07765  -3.00153
H  -2.07577  -0.23430  -3.54986
H  -0.50105  -1.23146  -1.91602
H  -2.75293  -4.47572  -0.06634
H  -4.26704  -6.12444  0.96183
H  -4.09435  -6.62320  3.37567
H  -2.42953  -5.44716  4.76952
H  -0.90242  -3.81485  3.74862
I  1.75772  -3.73183  -6.58766
C  1.99692  -2.79511  -4.73521
C  2.90550  -1.79939  -4.41004
N  2.72884  -1.52096  -3.11653
N  1.75434  -2.27615  -2.57658
C  1.29822  -3.05680  -3.55021
H  3.63362  -1.29762  -5.01432
H  3.24280  -0.84914  -2.56003
H  0.50034  -3.75626  -3.39650
N  3.47647  -0.12111  0.38323
C  2.90764  -1.09287  0.11168

=====

Quick look at relative energies in kJ/mol: 1 0.0; 2 50.4.

=====

1 | DFT (ωB97M-V/def2-TZVPD) results for a cluster of 2 separate species, C2H2INO2 in total.

Output
Frontier orbital gap (eV): 7.9

Geometry (Å):
C  -0.05747  1.40916  0.09927
C  -0.66391  -1.60768  0.00855
N  0.50686  0.21678  0.15029
O  0.54051  2.32569  -0.44681
O  -0.16852  -2.57036  -0.39095
I  2.49932  0.04453  -0.21710
H  -1.04867  1.66859  0.46293
H  -1.60811  -1.48670  0.33381

=====

2 | DFT (ωB97M-V/def2-TZVPD) results for the molecule C2H2INO2.

Output
SMILES: O=[N+]([O-])/C=C/I
Frontier orbital gap (eV): 8.9

Geometry (Å):
O  1.70822  -0.42551  -1.63861
N  0.90167  0.42200  -1.34681
O  1.12117  1.53304  -1.74552
C  -0.21351  0.16164  -0.49855
C  -0.07702  -0.58223  0.74084
I  -1.61624  -0.65897  2.10114
H  -1.24908  0.59147  -0.73375
H  0.75115  -1.13100  1.06750

=====

3 | DFT (ωB97M-V/def2-TZVPD) results for a cluster of 2 separate species, C2H2INO2 in total.

Output
Frontier orbital gap (alpha / beta) (eV): 8.9 / 7.5

Geometry (Å):
C  0.02043  0.35312  0.17766
C  0.25044  1.48631  0.72506
N  -0.06477  1.48581  3.35211
O  0.10601  0.40557  3.86562
O  -0.34957  2.55724  3.71882
I  0.67697  3.39677  0.18999
H  -0.24721  0.26219  -0.86366
H  -0.20424  -0.56710  0.61996

=====

Quick look at relative energies in kJ/mol: 1 0.0; 2 81.4; 3 268.1.

=====

1 | DFT (ωB97M-V/def2-TZVPD) results for a cluster of 2 separate species, ClF2OS in total.

Output
Frontier orbital gap (eV): 7.4
Charge: +1

Geometry (Å):
O  -1.06095  0.48082  1.18594
F  1.23050  -0.19760  -0.42299
F  -1.83314  -0.26858  -1.10563
S  -1.06388  -0.57901  0.25430
Cl  2.72747  0.56438  0.08838

=====

2 | DFT (ωB97M-V/def2-TZVPD) results for a cluster of 2 separate species, ClF2OS in total.

Output
Frontier orbital gap (alpha / beta) (eV): 8.2 / 8.2
Charge: +1

Geometry (Å):
O  -0.14519  1.28362  -0.97494
F  -1.39637  -1.53374  -0.11610
F  -0.35335  0.75965  1.41656
S  0.04949  0.25948  -0.10198
Cl  1.84543  -0.76902  -0.22355

=====

Quick look at relative energies in kJ/mol: 1 0.0; 2 231.0.